Here is the molecule C2H4S2 from the Open Molecules 2025 dataset. Energies are from ωB97M-V/def2-TZVPD.

Calculated values
SMILES string: CSC=S
relative energy (zero: lowest compared OMol25 entry of this formula, charge and spin): 26.8 kJ/mol
strongest force on any atom: 1.57 eV Å⁻¹
frontier orbital gap: 8.52 eV

The geometry in ORCA input format:
```
! RIJCOSX wB97M-V def2-TZVPD def2/J DEFGRID3
* xyz 0 1
C -1.223 0.011 -0.017
S 0.162 -1.171 0.013
C 1.462 -0.062 0.021
S 3.042 -0.463 -0.016
H -1.312 0.508 0.931
H -2.186 -0.531 -0.259
H -1.072 0.741 -0.833
H 1.126 0.968 0.159
*
```